(1)
C3H13N4 | wB97M-V/def2-TZVPD

The HOMO-LUMO gap is 10.835 eV. The HOMO energy is -0.49225 hartree. For the energy above the lowest of the compared OMol25 structures with the same formula, charge and spin, the calculation gives 116.0 kJ/mol. The value obtained for the LUMO energy is -2.5598 eV. The total energy is -9276.3424 eV. Its total charge is +1.

Structure (XYZ):
```
20
Properties=species:S:1:pos:R:3:forces:R:3:nbo_charge:R:1
C 2.43557 -2.70026 -1.97364 -0.32 -0.10 0.22 -0.4216
N 2.15464 -1.36731 -1.42532 0.55 -0.10 -0.34 -0.5480
C 0.96140 -1.01249 -0.97604 0.47 -0.06 0.13 0.3783
N 0.65190 0.11814 -0.42852 -0.62 0.38 -0.12 -0.7775
H 3.50581 -2.85249 -2.06615 0.04 0.23 -0.07 0.2359
H 1.96034 -2.82701 -2.94359 0.07 -0.07 -0.03 0.2172
H 2.07995 -3.45559 -1.27279 -0.09 -0.03 -0.13 0.2157
H 2.94893 -0.73530 -1.38838 -0.46 0.03 0.13 0.4137
H 0.20660 -1.78614 -1.08010 -0.09 -0.02 0.27 0.1946
H 1.31715 0.86689 -0.55380 0.41 -0.01 0.24 0.3814
H -0.45384 0.47574 0.13145 0.07 -0.30 -0.44 0.4353
N -1.58028 0.90932 0.61825 -0.25 0.33 0.53 -0.7879
C -1.38622 1.89728 1.76439 -0.19 -0.23 -0.58 -0.0525
N -2.57576 2.37336 2.38906 -0.19 -0.38 -0.22 -0.8049
H -2.17954 0.15892 0.95548 0.07 -0.11 -0.12 0.3927
H -2.10499 1.38880 -0.11005 0.01 -0.13 -0.10 0.3933
H -0.78264 1.36496 2.49657 0.18 0.25 -0.01 0.2027
H -0.85006 2.71935 1.29017 0.16 0.04 0.41 0.1969
H -3.21145 2.84777 1.75897 0.16 0.20 -0.01 0.3691
H -3.09751 1.61608 2.81403 0.04 0.08 0.26 0.3656
```
Forces are in eV/Å.


(2)
C3H13N4 | wB97M-V/def2-TZVPD

Its structure (SMILES) is CNNN(C)C[NH3+]. The HOMO-LUMO gap is 10.037 eV. The HOMO energy is -0.48202 hartree. For the energy above the lowest of the compared OMol25 structures with the same formula, charge and spin, the calculation gives 498.2 kJ/mol. The value obtained for the LUMO energy is -3.0790 eV. The total energy is -9272.3809 eV. Its total charge is +1.

Structure (XYZ):
```
20
Properties=species:S:1:pos:R:3:forces:R:3:nbo_charge:R:1
C 0.80894 0.36945 2.45392 -1.63 -0.94 0.67 -0.4284
C -0.38424 -1.67494 -1.30848 0.94 0.91 2.23 -0.4213
C -1.12143 0.70003 -1.26909 2.02 0.51 3.62 -0.0139
N 0.40373 1.34700 -1.28328 0.31 -1.38 -0.09 -0.7921
N 0.69880 0.01306 1.06398 -1.39 3.47 -0.63 -0.4789
N -1.03941 -0.54099 -0.59686 0.35 -0.86 1.42 -0.2597
N -0.60957 -0.35751 0.80311 -3.74 -1.57 0.52 -0.3744
H 0.57110 -0.53403 2.99819 0.83 -0.59 0.75 0.1837
H 1.73064 0.81086 2.66189 1.59 0.28 0.45 0.2278
H 0.03391 0.97551 2.86652 -0.66 1.17 -0.64 0.2257
H 0.65805 -1.66467 -0.95627 -0.02 -0.37 -0.50 0.1729
H -0.76538 -2.67943 -1.19217 -0.64 0.08 0.67 0.2381
H -0.42436 -1.46865 -2.31749 0.09 0.46 -2.34 0.2069
H -1.63602 0.82325 -2.17382 -0.07 -0.58 -1.64 0.2382
H -1.53403 1.41058 -0.55995 -0.38 -0.04 -0.02 0.2307
H 1.13176 0.74111 -1.68459 -0.63 -0.23 -0.34 0.4159
H 0.71838 1.27665 -0.24854 -0.55 0.50 -0.75 0.4684
H 1.30723 -0.70151 0.97073 2.53 -3.19 -0.74 0.3441
H -1.05486 -1.04738 1.58096 1.25 1.61 -3.01 0.3851
H 0.50679 2.20162 -1.80878 -0.19 0.78 0.37 0.4310
```
Forces are in eV/Å.


(3)
C3H13N4P | wB97M-V/def2-TZVPD

Its structure (SMILES) is CN=P(N)(NC)NC. The HOMO-LUMO gap is 9.081 eV. The HOMO energy is -0.30218 hartree. For the energy above the lowest of the compared OMol25 structures with the same formula, charge and spin, the calculation gives 112.5 kJ/mol. The value obtained for the LUMO energy is 0.8581 eV. The total energy is -18569.4546 eV.

Structure (XYZ):
```
21
Properties=species:S:1:pos:R:3:forces:R:3:nbo_charge:R:1
C -0.02217 -0.38641 -2.62089 0.00 -1.05 3.14 -0.3961
C -1.86530 1.10994 1.53759 -0.11 -0.86 -3.14 -0.4234
C 1.10798 -2.54407 0.27951 1.11 0.87 -1.83 -0.3918
N -0.45804 -0.34426 -1.19858 0.51 1.81 1.65 -1.1167
N 1.13180 1.79114 0.51912 -1.40 -3.12 -1.00 -1.1462
N -0.86245 0.00557 1.53498 1.56 0.48 -1.52 -0.9458
N 1.28744 -1.14606 0.64600 3.81 0.12 1.04 -1.0402
P 0.21006 -0.04042 0.19282 -0.88 3.93 -1.44 2.1506
H 1.02916 -0.36295 -2.80099 0.94 0.01 0.03 0.1673
H -0.49891 0.27243 -3.26580 -1.05 1.58 -0.82 0.1862
H -0.40962 -1.34440 -2.77622 -0.14 -1.68 -1.58 0.2014
H -1.85245 1.69928 2.42598 -0.36 -0.22 0.97 0.2035
H -1.62851 1.88171 0.71512 -0.21 -1.40 1.03 0.2207
H -2.79187 0.57213 1.21430 0.12 1.29 0.82 0.2017
H 1.72639 -3.14577 0.89684 0.34 -0.67 0.68 0.2018
H 0.08203 -2.79017 0.36650 -0.95 -0.46 0.22 0.2031
H 1.40551 -2.72378 -0.78549 -0.28 0.03 0.71 0.1849
H 1.74875 1.56269 1.30597 0.16 0.48 -0.60 0.3590
H 1.62112 2.13200 -0.34732 -0.36 -0.86 1.37 0.3748
H -1.19588 -0.96585 1.55025 -0.52 0.76 0.51 0.3854
H 2.29044 -0.78520 0.78741 -2.30 -1.06 -0.25 0.4198
```
Forces are in eV/Å.


(4)
C3H13N5 | wB97M-V/def2-TZVPD

Its structure (SMILES) is CNC.CNN.N#N. The HOMO-LUMO gap is 9.290 eV. The HOMO energy is -0.30450 hartree. For the energy above the lowest of the compared OMol25 structures with the same formula, charge and spin, the calculation gives 142.1 kJ/mol. The value obtained for the LUMO energy is 1.0047 eV. The total energy is -10771.2896 eV.

Structure (XYZ):
```
21
Properties=species:S:1:pos:R:3:forces:R:3:nbo_charge:R:1
C -1.68315 -0.31281 1.87515 -0.02 -0.19 -0.37 -0.4274
N -0.76342 -0.91127 0.92900 -1.20 0.78 -0.71 -0.4765
N -1.30915 -1.93694 0.12396 -0.21 -0.02 -0.07 -0.6712
N 1.04601 -1.72118 1.97210 2.94 0.18 -0.09 0.0271
N 1.96789 -1.29354 1.52933 -1.58 -0.82 0.86 -0.0852
H -2.21754 -1.66566 -0.26707 0.13 -0.12 0.18 0.3204
H -1.45511 -2.75741 0.70950 0.02 0.13 -0.13 0.3418
H 1.74640 0.33229 -0.28452 -0.17 0.07 -0.07 0.3677
H -2.00421 -1.07182 2.59088 -0.04 0.03 0.08 0.1873
H -1.16182 0.47551 2.41246 0.01 0.12 0.10 0.2005
H -2.57570 0.11441 1.39320 -0.05 0.01 0.09 0.1618
C 0.81982 0.17847 -2.08130 0.05 -0.05 -0.01 -0.4181
C 1.14127 2.20106 -0.79513 0.04 0.01 -0.01 -0.4082
N 0.95660 0.76348 -0.76032 0.35 -0.02 0.12 -0.6399
H -0.33613 -0.20828 0.31453 -0.15 -0.24 0.21 0.3918
H 2.00933 2.51454 -1.39195 -0.02 0.03 -0.01 0.1660
H 0.25036 2.65871 -1.22583 -0.01 0.09 0.01 0.1900
H -0.06690 0.59572 -2.55886 -0.04 -0.05 -0.07 0.1888
H 1.68284 0.37268 -2.73230 -0.01 0.01 -0.03 0.1660
H 0.68732 -0.89638 -1.97476 -0.05 -0.05 -0.10 0.2166
H 1.26527 2.56845 0.22195 0.00 0.11 0.01 0.2007
```
Forces are in eV/Å.


(5)
C3H13N5 | wB97M-V/def2-TZVPD

Its structure (SMILES) is [H]/N=C(/N)NC.CNN. The HOMO-LUMO gap is 8.888 eV. The HOMO energy is -0.29282 hartree. For the energy above the lowest of the compared OMol25 structures with the same formula, charge and spin, the calculation gives 189.2 kJ/mol. The value obtained for the LUMO energy is 0.9197 eV. The total energy is -10770.8009 eV.

Structure (XYZ):
```
21
Properties=species:S:1:pos:R:3:forces:R:3:nbo_charge:R:1
C -1.37731 -1.91258 0.09457 0.48 0.43 0.10 -0.4257
N -1.35250 -0.54890 0.58025 1.22 1.76 1.46 -0.5511
C 1.20539 0.05158 -0.48303 1.16 1.18 0.52 0.5955
N -1.94158 0.38339 -0.32259 0.16 -0.16 -0.08 -0.6912
N 1.96488 -1.10534 -0.33774 -0.35 0.08 0.07 -0.8342
N 0.90605 0.47097 -1.64468 -0.32 -0.32 0.22 -0.7580
H -2.94274 0.20412 -0.36875 0.13 0.06 0.06 0.3380
H -1.56541 0.24920 -1.26858 -0.09 -0.07 0.16 0.3257
H 2.03308 -1.61051 -1.20899 -0.07 -0.05 0.06 0.4000
H 1.72303 -1.68985 0.44845 -0.02 -0.03 -0.02 0.3806
H 0.46456 1.38284 -1.65662 0.08 0.07 0.20 0.3514
H -0.83638 -2.02941 -0.85958 0.02 -0.11 0.01 0.1576
H -0.94572 -2.57481 0.84590 0.07 -0.07 -0.02 0.1921
H -2.41032 -2.23500 -0.07476 0.02 0.07 0.08 0.1857
C 0.73752 2.17104 0.75069 -0.14 -0.19 -0.22 -0.4282
N 1.04481 0.74409 0.77315 0.70 -0.32 -0.64 -0.6710
H 1.78835 0.50720 1.41900 0.02 0.03 -0.21 0.3925
H -0.41923 -0.02537 1.04232 -3.02 -2.49 -1.76 0.4085
H 1.48162 2.75560 0.20156 -0.02 -0.02 -0.01 0.1880
H 0.68712 2.52887 1.77758 -0.04 -0.02 -0.04 0.2127
H -0.24522 2.28287 0.29185 0.02 0.19 0.07 0.2310
```
Forces are in eV/Å.


(6)
C3H13NO2 | wB97M-V/def2-TZVPD

Its structure (SMILES) is CN(C)C.O.O. The HOMO-LUMO gap is 9.697 eV. The HOMO energy is -0.32649 hartree. For the energy above the lowest of the compared OMol25 structures with the same formula, charge and spin, the calculation gives 240.2 kJ/mol. The value obtained for the LUMO energy is 0.8123 eV. The total energy is -8904.9363 eV.

Structure (XYZ):
```
19
Properties=species:S:1:pos:R:3:forces:R:3:nbo_charge:R:1
C 0.48058 -0.10633 1.20602 1.22 -0.44 1.92 -0.4512
N 0.69513 -0.06411 -0.24651 -1.39 1.50 1.29 -0.4754
C 0.29648 1.35465 -0.54412 -0.65 1.81 -2.76 -0.4650
C 2.01673 -0.39268 -0.71491 0.32 3.35 0.46 -0.4165
H -0.58736 0.11229 1.35151 0.58 -0.05 0.46 0.2387
H 1.14854 0.71513 1.68081 -1.10 -1.08 -0.35 0.1660
H 0.73888 -1.07931 1.81060 -0.40 1.45 -1.75 0.2091
H 0.13114 1.61969 -1.67841 0.56 -1.30 1.67 0.2042
H -0.71299 1.51341 -0.17348 0.01 -0.11 0.33 0.2214
H 0.87894 2.34318 -0.26153 -0.15 -2.43 0.39 0.1898
H 2.71991 -0.25899 0.14930 -0.02 -0.32 -1.05 0.1836
H 2.04836 0.47883 -1.39948 1.73 -0.78 -0.13 0.2067
H 2.17212 -1.25855 -1.30873 -0.21 -1.20 0.00 0.2001
H -3.14643 -0.41546 0.48115 0.61 0.21 0.32 0.4825
H -3.60911 0.39139 1.62393 -1.55 0.77 1.13 0.4676
O -2.81357 0.12560 1.22500 0.92 -1.02 -1.54 -0.9442
H -0.48555 -2.09033 -1.62043 0.69 -0.38 -0.70 0.4592
H -0.77152 -1.20434 -0.49127 0.94 1.21 0.80 0.4825
O -1.20026 -1.78404 -1.08944 -2.10 -1.19 -0.49 -0.9593
```
Forces are in eV/Å.


(7)
C3H13NO2 | wB97M-V/def2-TZVPD

Its structure (SMILES) is CCCN.O.O. The HOMO-LUMO gap is 8.985 eV. The HOMO energy is -0.30615 hartree. For the energy above the lowest of the compared OMol25 structures with the same formula, charge and spin, the calculation gives 210.9 kJ/mol. The value obtained for the LUMO energy is 0.6545 eV. The total energy is -8905.2403 eV.

Structure (XYZ):
```
19
Properties=species:S:1:pos:R:3:forces:R:3:nbo_charge:R:1
C -0.63315 -0.68215 -0.56601 -0.28 -1.25 0.28 -0.2062
C -0.85740 -1.63178 0.76893 -0.48 2.25 -1.21 -0.4060
C -2.28012 -1.71325 1.39108 2.07 1.35 1.60 -0.6144
N 0.81690 -0.43595 -0.86489 -3.71 -3.65 -0.37 -0.8772
H -1.22123 0.26489 -0.41504 1.04 -0.69 -0.06 0.1690
H -1.18387 -1.13988 -1.48882 1.00 0.39 1.60 0.1720
H -0.16185 -1.35312 1.57108 0.01 0.46 -0.46 0.1951
H -0.59656 -2.63282 0.54039 0.40 -1.06 -0.54 0.1926
H -2.89355 -0.80337 1.45679 0.73 0.29 0.12 0.1949
H -2.00044 -2.04632 2.43730 -1.29 -0.02 -1.08 0.2135
H -2.89532 -2.33737 0.83976 -1.07 -1.85 -0.69 0.2026
H 1.41059 -1.26677 -0.89165 -0.15 1.22 0.20 0.3862
H 1.09919 0.45985 -0.74143 1.53 2.35 0.57 0.3745
H 2.86089 1.75752 -0.88927 1.54 -1.70 0.31 0.4748
H 4.18916 1.15886 -0.37515 3.91 1.47 2.22 0.4627
O 3.43525 0.93083 -0.79003 -5.30 0.35 -2.54 -0.9348
H -1.58081 3.37172 0.09714 0.94 0.26 -0.40 0.4652
H -1.28159 1.98321 0.45462 1.99 1.79 -1.17 0.4636
O -0.79011 2.79395 0.02684 -2.87 -1.95 1.63 -0.9280
```
Forces are in eV/Å.


(8)
C3H13NO2 | wB97M-V/def2-TZVPD

Its structure (SMILES) is CCCN.O.O. The HOMO-LUMO gap is 10.244 eV. The HOMO energy is -0.35089 hartree. For the energy above the lowest of the compared OMol25 structures with the same formula, charge and spin, the calculation gives 77.5 kJ/mol. The value obtained for the LUMO energy is 0.6957 eV. The total energy is -8906.6222 eV.

Structure (XYZ):
```
19
Properties=species:S:1:pos:R:3:forces:R:3:nbo_charge:R:1
C -0.36727 -0.90117 -0.06234 -0.27 -0.47 0.97 -0.2149
C 0.09267 -0.61624 1.37933 0.53 -0.12 -1.65 -0.4035
C -0.92068 0.21764 2.13209 0.13 -0.08 1.23 -0.6199
N 0.55789 -1.82774 -0.73836 -0.15 -0.25 -0.34 -0.8507
H -1.36427 -1.35658 -0.04592 -0.17 0.25 0.18 0.1563
H -0.45324 0.08814 -0.50141 0.19 -0.09 -0.73 0.2017
H 0.31801 -1.59449 1.80473 -0.21 0.08 0.58 0.1848
H 1.05759 -0.11519 1.26904 -0.01 0.09 0.18 0.2076
H -1.73260 0.62841 1.54146 -0.16 -0.35 -0.31 0.2141
H -1.29533 -0.41269 2.94045 -0.55 0.21 -0.07 0.2090
H -0.51117 1.09152 2.64115 0.37 -0.07 -0.09 0.2093
H 0.81236 -2.58757 -0.09739 0.07 0.58 -0.03 0.3538
H 0.03685 -2.34174 -1.44985 0.16 0.32 -0.08 0.3521
H 0.28980 2.93943 -1.26854 -0.06 -0.29 -0.04 0.4722
H 0.47418 3.20259 0.19370 -0.18 -0.31 0.05 0.4697
O 0.06891 2.56070 -0.40783 0.25 0.56 0.00 -0.9387
H 1.07504 -0.22544 -2.58770 0.57 0.17 -0.08 0.4828
H 0.50769 0.80580 -3.50095 -0.24 0.32 -0.33 0.4561
O 1.35356 0.44461 -3.24166 -0.29 -0.54 0.55 -0.9417
```
Forces are in eV/Å.


(9)
C3H13NO2S | wB97M-V/def2-TZVPD

Its structure (SMILES) is C[C@H](N)CS.O.O. The HOMO-LUMO gap is 9.269 eV. The HOMO energy is -0.32321 hartree. For the energy above the lowest of the compared OMol25 structures with the same formula, charge and spin, the calculation gives 149.8 kJ/mol. The value obtained for the LUMO energy is 0.4736 eV. The total energy is -19740.8896 eV.

Structure (XYZ):
```
20
Properties=species:S:1:pos:R:3:forces:R:3:nbo_charge:R:1
C -0.86489 1.11518 3.27662 -2.57 1.06 -2.47 -0.6256
C -0.47363 0.20886 2.04526 1.80 2.57 0.73 -0.0789
C -1.34701 -0.90981 1.74167 -2.72 -0.15 -0.77 -0.5006
S -0.91291 -1.86508 0.21722 0.45 0.31 -0.23 -0.0837
N -0.36405 1.04110 0.81054 1.33 1.00 -0.16 -0.8881
H -1.48830 0.56478 4.02358 1.22 0.56 0.00 0.2212
H -0.06355 1.85014 3.54954 -0.59 -1.27 0.33 0.2324
H -1.65360 1.81776 2.76142 1.06 -1.03 1.20 0.1909
H 0.49655 -0.20629 2.32758 0.38 0.16 -0.60 0.1892
H -2.37132 -0.45051 1.64240 0.62 -0.71 -0.26 0.2025
H -1.42888 -1.60753 2.56823 0.21 -0.38 -0.04 0.2266
H -0.32102 -0.93706 -0.65859 -0.89 -0.58 1.40 0.1593
H 0.63609 1.27483 0.65170 -1.23 0.14 0.09 0.3740
H -0.94180 1.92405 0.71240 0.96 -1.64 0.75 0.3795
H 2.99222 1.48716 -1.64423 -0.76 0.20 0.04 0.4674
H 1.58848 0.95275 -1.41515 -0.85 -1.38 0.25 0.4688
O 2.04832 1.73972 -1.62193 1.59 1.14 -0.28 -0.9352
H 2.73845 0.26199 -4.85712 -2.27 -1.07 -1.53 0.4794
H 1.97546 -0.68301 -6.02155 0.25 1.58 1.83 0.4792
O 1.84034 -0.01231 -5.27442 2.01 -0.50 -0.29 -0.9584
```
Forces are in eV/Å.


(10)
C3H13NO2S | wB97M-V/def2-TZVPD

Its structure (SMILES) is CNCCS.O.O. The HOMO-LUMO gap is 9.335 eV. The HOMO energy is -0.32618 hartree. For the energy above the lowest of the compared OMol25 structures with the same formula, charge and spin, the calculation gives 106.6 kJ/mol. The value obtained for the LUMO energy is 0.4595 eV. The total energy is -19741.3381 eV.

Structure (XYZ):
```
20
Properties=species:S:1:pos:R:3:forces:R:3:nbo_charge:R:1
C 2.09306 0.67189 0.52857 1.18 1.26 0.35 -0.4235
N 0.83614 0.71712 -0.17372 0.39 -0.76 -0.10 -0.6370
C 0.35413 -0.56967 -0.67431 -0.27 0.08 0.17 -0.2378
C -0.65521 -1.32204 0.22599 0.62 0.51 -0.80 -0.5362
S -0.04930 -1.99646 1.80278 -0.18 0.07 -0.08 -0.0480
H 2.17594 0.17267 1.50044 -0.37 -0.20 -0.01 0.1572
H 2.45672 1.69103 0.71841 -0.45 0.06 0.12 0.2063
H 2.91958 0.31460 -0.07697 -0.21 -0.58 -0.44 0.1980
H 0.14937 1.23921 0.34302 -0.20 0.12 -0.19 0.3551
H -0.18384 -0.42403 -1.61307 0.07 0.13 0.08 0.2261
H 1.22018 -1.17055 -0.94963 0.07 -0.16 0.26 0.1966
H -1.42906 -0.56898 0.39979 -0.32 -0.41 0.18 0.1860
H -1.03128 -2.14148 -0.38578 -0.32 0.01 0.22 0.2272
H 1.14248 -1.42023 1.71818 0.22 -0.02 0.13 0.1194
H -2.20532 1.62352 1.87772 0.01 0.12 0.10 0.4687
H -0.73794 1.27198 1.90901 0.17 -0.27 0.33 0.4614
O -1.33696 2.00836 2.04431 -0.24 0.04 -0.18 -0.9276
H -1.65976 0.35510 -3.69166 0.10 -0.18 -0.12 0.4731
H -2.27036 -0.03679 -2.37859 -0.04 -0.20 -0.01 0.4656
O -1.78857 -0.41523 -3.12450 -0.25 0.40 0.00 -0.9305
```
Forces are in eV/Å.